(1)
C30H55B2F8N10 | ωB97M-V/def2-TZVPD

## Properties
ΔE to the lowest compared entry with this formula, charge and spin = 75.4 kcal/mol
gap between HOMO and LUMO = 8.10 eV
net charge = +3
highest occupied orbital energy = -14.5 eV

XYZ file:
```
105
Properties=species:S:1:pos:R:3:lowdin_charge:R:1
C -14.4228 -19.0745 13.2145 -0.05
C -13.9115 -20.2001 12.2789 -0.15
N -12.5881 -20.6966 12.6083 -0.06
C -11.4854 -19.9227 12.7774 -0.01
C -10.4522 -20.7401 13.1650 0.02
N -10.9064 -22.0300 13.0026 -0.08
C -12.2147 -21.9827 12.6622 0.02
C -10.0792 -23.2258 13.2182 0.03
H -13.6789 -18.3555 13.5479 0.07
H -14.9178 -19.4748 14.0974 0.08
H -15.2131 -18.5759 12.6556 0.07
H -13.8416 -19.7913 11.2684 0.13
H -14.6582 -20.9898 12.2496 0.13
H -11.5274 -18.8483 12.7528 0.13
H -9.4499 -20.5542 13.5110 0.15
H -12.8078 -22.7974 12.2812 0.17
H -10.5481 -24.1385 12.8647 0.11
H -9.7373 -23.2674 14.2493 0.11
H -9.1765 -23.1112 12.6166 0.11
C -16.0364 -15.0944 10.2844 -0.05
C -14.7137 -15.6114 10.8917 -0.16
N -13.7454 -14.5579 11.1353 -0.04
C -13.4243 -13.5019 10.3116 0.02
C -12.6125 -12.6395 10.9961 0.03
N -12.3864 -13.2640 12.2092 -0.08
C -13.0184 -14.4519 12.2393 0.00
C -11.5979 -12.6678 13.2921 0.03
H -15.9237 -14.9710 9.2038 0.08
H -16.2736 -14.0780 10.5979 0.10
H -16.8872 -15.7383 10.4792 0.07
H -14.1922 -16.4710 10.4677 0.13
H -15.0615 -15.9862 11.8584 0.09
H -13.8928 -13.4555 9.3430 0.14
H -12.2123 -11.6662 10.7731 0.15
H -13.0722 -15.1172 13.0861 0.15
H -12.1333 -11.8088 13.6969 0.09
H -10.6614 -12.3428 12.8453 0.11
H -11.4896 -13.3712 14.1133 0.08
C -19.9552 -21.8467 10.1662 -0.05
C -19.9869 -21.8686 11.7132 -0.13
N -19.5606 -20.5503 12.1985 -0.06
C -18.3781 -19.9057 11.9922 -0.01
C -18.4997 -18.6756 12.6018 0.00
N -19.6111 -18.6855 13.3911 -0.06
C -20.2482 -19.8384 13.1132 0.01
C -19.9761 -17.6978 14.3987 0.04
H -18.9560 -21.8338 9.7297 0.07
H -20.4465 -20.9946 9.6942 0.09
H -20.4889 -22.7182 9.7892 0.09
H -19.3180 -22.5665 12.2122 0.13
H -21.0205 -22.0188 12.0137 0.13
H -17.6550 -20.1964 11.2495 0.13
H -17.8636 -17.8059 12.5404 0.13
H -21.1558 -20.1923 13.5743 0.17
H -20.9918 -17.8332 14.7678 0.11
H -19.8661 -16.6741 14.0537 0.12
H -19.3501 -17.9363 15.2601 0.09
C -12.7733 -9.3683 15.8990 -0.06
C -12.2425 -10.3018 16.9616 -0.17
N -12.6567 -11.6983 16.8395 -0.03
C -13.9509 -12.1237 16.7963 0.02
C -13.9890 -13.4572 16.7838 0.03
N -12.6748 -13.8803 16.8874 -0.08
C -11.8723 -12.7965 16.8438 -0.02
C -12.2370 -15.2570 16.8074 0.01
H -12.1662 -8.4715 15.8077 0.09
H -13.7704 -9.0151 16.1756 0.09
H -12.9358 -9.8499 14.9341 0.07
H -12.3428 -9.9038 17.9729 0.14
H -11.1496 -10.2463 16.9156 0.13
H -14.7182 -11.3614 16.8056 0.14
H -14.8100 -14.1558 16.7528 0.13
H -10.7965 -12.8496 16.8582 0.17
H -12.2349 -15.7408 17.7812 0.11
H -11.2320 -15.2876 16.3851 0.10
H -12.8599 -15.7913 16.0905 0.08
C -17.9143 -20.4814 17.0765 -0.07
C -17.6795 -19.8001 18.4076 -0.15
N -18.1319 -18.3879 18.3713 -0.06
C -17.3679 -17.2996 18.0889 0.00
C -18.1529 -16.1878 18.2670 0.03
N -19.4137 -16.6525 18.5291 -0.08
C -19.3878 -18.0011 18.6202 -0.01
C -20.5108 -15.7873 19.0059 0.05
H -17.2581 -19.9945 16.3449 0.07
H -18.9488 -20.4777 16.7440 0.07
H -17.4468 -21.4660 17.0113 0.09
H -16.6185 -19.8133 18.6537 0.13
H -18.1341 -20.2902 19.2673 0.13
H -16.3091 -17.4440 17.9641 0.14
H -18.0010 -15.1179 18.2032 0.14
H -20.1566 -18.6808 18.9464 0.17
H -21.3970 -16.0222 18.4191 0.10
H -20.2124 -14.7554 18.8413 0.11
H -20.7098 -16.0328 20.0456 0.11
B -16.1421 -16.0936 14.5981 -1.31
F -16.3960 -17.4777 14.6662 0.09
F -16.7694 -15.3876 15.5946 0.15
F -14.7716 -15.7756 14.6924 0.08
F -16.6194 -15.5660 13.3731 0.09
B -18.0707 -11.6716 17.3415 -1.26
F -16.9462 -10.8737 17.2969 0.11
F -17.7549 -12.9615 16.9066 0.08
F -18.6363 -11.8011 18.6428 0.06
F -19.1077 -11.1502 16.5220 0.07
```

(2)
C30H55BO2P2Tm | ωB97M-V/def2-TZVPD

## Properties
ΔE to the lowest compared entry with this formula, charge and spin = 0.0 kcal/mol
gap between HOMO and LUMO (spin up / spin down) = 6.68 / 6.69 eV
net charge = +1
multiplicity = 3
highest occupied orbital energy (spin up / spin down) = -9.3 / -9.3 eV
expectation value of S² = 2.0031

XYZ file:
```
91
Properties=species:S:1:pos:R:3:mulliken_spin:R:1
Tm 0.3368 -1.2688 0.7206 2.04
C -0.3565 -3.2533 1.8521 0.01
C 1.0235 -3.3955 1.4621 -0.01
C 0.8889 -1.7089 3.0528 0.00
C -0.4333 -2.1980 2.8203 0.00
C 1.7897 -2.4300 2.1994 0.00
C -1.4871 -4.1410 1.4668 0.00
H -1.2911 -4.6554 0.5216 0.00
H -2.4185 -3.5734 1.3657 0.00
H -1.6629 -4.9130 2.2331 0.00
C -1.6598 -1.7425 3.5302 0.00
H -2.4777 -2.4555 3.3912 0.00
H -2.0059 -0.7671 3.1627 0.00
H -1.4729 -1.6321 4.6087 0.00
C 1.2741 -0.7330 4.1086 0.00
H 0.7702 -0.9561 5.0605 0.00
H 1.0041 0.2936 3.8298 0.00
H 2.3574 -0.7434 4.2776 0.00
C 3.2633 -2.2153 2.1290 0.00
H 3.7737 -2.7306 2.9570 0.00
H 3.5147 -1.1482 2.2057 0.00
H 3.6786 -2.5979 1.1890 0.00
C 1.5802 -4.4554 0.5837 0.00
H 1.8824 -5.3345 1.1715 0.00
H 2.4678 -4.1033 0.0519 0.00
H 0.8468 -4.7931 -0.1514 0.00
C -1.4941 0.0292 -4.5485 0.00
C -1.4523 -1.3222 -4.5855 0.00
C -0.6677 -2.0977 -5.6058 0.00
C 0.8313 -1.7362 -5.6422 0.00
C 1.3605 -1.1389 -4.3609 0.00
C 1.5142 0.1884 -4.2212 0.00
C 0.8065 1.2066 -5.0784 0.00
C -0.6985 0.9685 -5.4123 0.00
H -1.0861 -1.9561 -6.6202 0.00
H 1.0035 -1.0564 -6.4998 0.00
H -0.7667 -3.1698 -5.3797 0.00
H -0.7801 0.7081 -6.4859 0.00
H -2.3350 0.5143 -4.0334 0.00
H -2.1786 -1.9113 -4.0117 0.00
H -1.1918 1.9516 -5.3134 0.00
H 0.8941 2.1871 -4.5789 0.00
H 2.3508 0.6062 -3.6487 0.00
H 1.3357 1.3229 -6.0450 0.00
H 1.3944 -2.6586 -5.8613 0.00
H 1.7753 -1.8587 -3.6391 0.00
P -1.3891 0.0753 -0.8996 -0.01
P 1.9108 0.8761 -0.3146 0.00
C -0.4041 1.1604 -2.0061 0.00
C 0.8412 1.8637 -1.4426 0.00
H -1.1007 1.8903 -2.4411 0.00
H -0.1078 0.4899 -2.8160 0.00
H 1.4888 2.1752 -2.2735 0.00
H 0.5408 2.7644 -0.8889 0.00
C 2.8074 2.1443 0.5892 0.00
H 3.7718 1.7471 0.9165 0.00
H 2.2250 2.4381 1.4697 0.00
H 2.9651 3.0134 -0.0564 0.00
C 3.1634 0.0946 -1.3645 0.00
H 3.6384 0.8532 -1.9954 0.00
H 2.7289 -0.6813 -2.0074 0.00
H 3.9247 -0.3789 -0.7338 0.00
C -3.1156 0.1799 -1.3732 0.00
H -3.5895 -0.8051 -1.2994 0.00
H -3.2486 0.5737 -2.3814 0.00
H -3.6019 0.8574 -0.6538 0.00
C -0.8475 -1.6336 -1.4984 0.00
H 0.1440 -2.0769 -1.1836 0.00
H -0.7249 -1.5649 -2.5814 0.00
H -1.6333 -2.3649 -1.2789 0.00
C -0.4286 4.2825 2.1446 0.00
C -0.4376 3.0903 3.0958 0.00
C 0.2051 3.5234 4.3918 0.00
O 0.3614 2.0524 2.5053 -0.01
B -0.4923 1.1100 1.9042 0.01
O -1.8248 1.3604 2.2565 -0.01
C -1.8517 2.4140 3.2300 0.00
C -2.0778 1.8067 4.6071 0.00
C -3.0332 3.2973 2.8971 0.00
H 0.6086 4.6105 1.9797 0.00
H -0.9730 5.1200 2.6034 0.00
H -0.8823 4.0545 1.1680 0.00
H 1.2147 3.9052 4.1994 0.00
H -0.3872 4.3361 4.8302 0.00
H 0.2768 2.7073 5.1199 0.00
H -2.1723 2.6081 5.3499 0.00
H -3.0176 1.2418 4.6101 0.00
H -1.2697 1.1283 4.9171 0.00
H -2.9577 3.7170 1.8864 0.00
H -3.9538 2.7032 2.9625 0.00
H -3.0963 4.1142 3.6271 0.00
```

Number 1: DFT total energy -2571.8968 Ha. Number 2: DFT total energy -3119.1103 Ha.